{"formula": "C69H165N9O20", "method": "ωB97M-V with the def2-TZVPD basis set", "species": ["O", "O", "O", "O", "O", "O", "O", "O", "O", "O", "O", "O", "O", "O", "O", "O", "O", "O", "O", "O", "N", "N", "N", "N", "N", "N", "N", "N", "N", "C", "C", "C", "C", "C", "C", "C", "C", "C", "C", "C", "C", "C", "C", "C", "C", "C", "C", "C", "C", "C", "C", "C", "C", "C", "C", "C", "C", "C", "C", "C", "C", "C", "C", "C", "C", "C", "C", "C", "C", "C", "C", "C", "C", "C", "C", "C", "C", "C", "C", "C", "C", "C", "C", "C", "C", "C", "C", "C", "C", "C", "C", "C", "C", "C", "C", "C", "C", "C", "H", "H", "H", "H", "H", "H", "H", "H", "H", "H", "H", "H", "H", "H", "H", "H", "H", "H", "H", "H", "H", "H", "H", "H", "H", "H", "H", "H", "H", "H", "H", "H", "H", "H", "H", "H", "H", "H", "H", "H", "H", "H", "H", "H", "H", "H", "H", "H", "H", "H", "H", "H", "H", "H", "H", "H", "H", "H", "H", "H", "H", "H", "H", "H", "H", "H", "H", "H", "H", "H", "H", "H", "H", "H", "H", "H", "H", "H", "H", "H", "H", "H", "H", "H", "H", "H", "H", "H", "H", "H", "H", "H", "H", "H", "H", "H", "H", "H", "H", "H", "H", "H", "H", "H", "H", "H", "H", "H", "H", "H", "H", "H", "H", "H", "H", "H", "H", "H", "H", "H", "H", "H", "H", "H", "H", "H", "H", "H", "H", "H", "H", "H", "H", "H", "H", "H", "H", "H", "H", "H", "H", "H", "H", "H", "H", "H", "H", "H", "H", "H", "H", "H", "H", "H", "H", "H", "H", "H", "H", "H", "H", "H", "H", "H", "H"], "coordinates": [[-16.83248, -23.31853, -18.00635], [-15.84208, -13.82479, -8.34144], [-24.60833, -26.79204, -16.90031], [-11.27442, -18.27411, -19.23728], [-20.87707, -17.56760, -20.70304], [-22.95367, -26.00693, -11.98165], [-20.50978, -15.60650, -9.18602], [-22.97221, -16.02620, -12.14867], [-9.70947, -16.65144, -11.06226], [-13.26728, -16.84954, -13.17973], [-17.28380, -17.18280, -17.09658], [-19.09318, -18.94525, -14.33385], [-15.17092, -17.62060, -6.55628], [-23.98063, -19.22084, -16.34235], [-16.35148, -23.90165, -13.60060], [-15.06467, -20.40771, -10.63623], [-10.66999, -19.90387, -14.92775], [-19.43884, -12.39258, -12.68916], [-22.56683, -21.29654, -12.34783], [-20.31626, -26.03612, -16.41337], [-17.91929, -22.67057, -10.59700], [-27.52624, -24.84752, -17.65890], [-19.96278, -17.60206, -6.91769], [-13.98418, -20.78507, -16.16041], [-20.20664, -24.67720, -18.55182], [-21.76123, -28.81816, -9.96449], [-14.89375, -25.05652, -11.63071], [-16.60168, -17.71012, -12.04933], [-10.36956, -20.34917, -11.42409], [-19.91483, -11.29633, -12.49465], [-26.17113, -26.29458, -19.06360], [-16.42364, -22.76832, -14.42395], [-22.10228, -27.42002, -10.25926], [-15.44395, -17.32278, -7.69396], [-10.28605, -17.87165, -11.38136], [-22.48277, -22.81219, -10.50776], [-16.69773, -22.11037, -18.09126], [-12.43286, -15.31345, -14.79597], [-13.08843, -19.97683, -15.27803], [-15.73651, -21.51191, -19.07355], [-9.48750, -19.24527, -11.13457], [-17.94006, -12.98043, -7.67748], [-18.34997, -17.02517, -17.65357], [-18.49367, -18.72050, -13.07112], [-21.28721, -19.19227, -8.23586], [-21.06370, -23.14597, -12.59876], [-8.16398, -19.28237, -11.86578], [-19.60774, -19.55941, -20.66163], [-18.59500, -15.84901, -18.54755], [-24.01111, -21.49376, -15.69098], [-20.19007, -23.90328, -17.35216], [-22.14391, -19.52690, -20.35203], [-12.69466, -16.80120, -18.11222], [-25.32030, -19.82204, -14.35427], [-10.27926, -18.57914, -15.25098], [-20.93592, -26.44713, -10.32768], [-26.57669, -25.89568, -17.63539], [-20.16722, -19.87920, -14.29880], [-15.40690, -25.84589, -12.68525], [-21.61526, -23.26306, -17.11020], [-23.21265, -26.65949, -16.91536], [-19.50595, -18.06321, -17.37939], [-20.73650, -15.97818, -12.97580], [-20.47100, -10.48207, -13.65199], [-17.21490, -17.92379, -13.38027], [-9.43312, -16.66477, -9.63393], [-13.68796, -20.41537, -10.15736], [-24.35161, -20.05715, -15.56490], [-14.31757, -17.07622, -8.76563], [-25.32386, -25.59857, -16.86876], [-16.33484, -18.68618, -14.30135], [-19.99762, -27.01986, -15.39025], [-21.16854, -14.42033, -9.53322], [-12.41995, -17.86480, -19.08734], [-12.90661, -15.70402, -13.42943], [-23.86824, -25.82680, -13.05213], [-20.49434, -17.87574, -8.26254], [-18.13052, -20.39965, -9.66744], [-17.26276, -21.36551, -10.53935], [-16.88951, -17.13984, -8.11694], [-13.29439, -20.19671, -13.73664], [-13.02053, -14.69957, -12.39163], [-19.75208, -24.81031, -16.21510], [-16.94615, -13.47087, -8.67471], [-15.54109, -25.02443, -14.01441], [-13.61396, -18.39105, -19.82684], [-20.89903, -18.78030, -20.60157], [-16.75621, -26.42902, -12.35498], [-20.08107, -10.72168, -11.11920], [-22.11723, -22.33430, -11.88261], [-17.43203, -13.60060, -10.11345], [-22.59146, -14.70006, -14.06479], [-22.15969, -15.64863, -12.95700], [-21.36160, -16.73228, -8.86208], [-22.68760, -27.35310, -11.63309], [-17.59685, -21.15402, -17.33190], [-15.80959, -21.50296, -10.08906], [-11.69787, -20.41301, -15.76460], [-24.77162, -24.77503, -17.33345], [-22.38822, -14.86767, -15.09826], [-13.06935, -21.11557, -10.76692], [-21.55912, -14.48011, -10.58135], [-20.29938, -16.22130, -12.00647], [-19.54193, -20.26672, -19.82518], [-22.59839, -23.92221, -10.55359], [-16.15200, -18.53590, -11.60984], [-17.13579, -20.98458, -11.57717], [-18.16972, -19.66851, -12.59237], [-13.23362, -13.75353, -12.81843], [-14.78227, -22.01658, -18.86722], [-13.21109, -18.90013, -15.51906], [-11.15945, -18.03765, -10.80868], [-16.73850, -27.31246, -11.73739], [-20.60403, -17.78051, -17.53286], [-22.11202, -20.08091, -19.42978], [-9.93926, -18.49804, -16.30971], [-20.71210, -25.54683, -18.41054], [-20.23488, -15.15803, -13.43553], [-13.57856, -20.73266, -9.09596], [-22.06177, -22.71364, -17.98218], [-24.60955, -26.63345, -13.18288], [-14.71214, -26.75656, -12.88300], [-20.29484, -26.63273, -11.20410], [-15.30156, -18.32167, -14.29477], [-19.27705, -18.92472, -18.03595], [-22.29597, -13.68052, -13.90473], [-12.62979, -16.18994, -15.39861], [-18.49788, -13.22305, -10.09599], [-11.06471, -17.87769, -15.01625], [-21.55766, -19.63420, -9.21644], [-14.53634, -17.65130, -9.70377], [-17.19698, -14.60686, -10.54420], [-27.14229, -26.70832, -17.13115], [-16.93230, -20.41939, -16.77045], [-23.34440, -21.72701, -14.77578], [-22.81718, -27.05217, -9.51939], [-17.79631, -23.27477, -11.35071], [-14.30653, -20.19460, -13.29485], [-15.80820, -17.02355, -12.13853], [-21.68161, -22.65441, -9.77255], [-18.25537, -21.61305, -16.58004], [-19.48790, -15.98712, -19.23693], [-19.34415, -11.07521, -10.46708], [-10.50462, -17.73808, -12.41664], [-25.68027, -25.35713, -15.88583], [-19.75591, -20.89949, -14.24158], [-8.61587, -17.38812, -9.44483], [-23.28943, -25.72296, -13.96957], [-23.60829, -21.72851, -16.66810], [-15.42450, -22.29995, -14.51410], [-9.08189, -15.71785, -9.35666], [-10.32511, -17.00446, -9.08756], [-19.50491, -23.10229, -17.44652], [-17.67093, -15.52614, -19.08116], [-17.53549, -12.58241, -6.75031], [-22.83862, -26.21284, -17.84264], [-18.78406, -18.91284, -20.59260], [-12.96114, -21.17001, -13.58549], [-13.82210, -14.96216, -11.70941], [-13.47784, -17.17243, -17.39457], [-11.31201, -15.19786, -14.65839], [-15.69333, -21.51550, -9.01978], [-11.65396, -20.14372, -16.83259], [-22.81727, -27.69151, -16.85005], [-21.97663, -14.27050, -8.76000], [-9.35839, -19.25670, -10.08050], [-19.97958, -24.41152, -15.21387], [-7.49140, -18.46248, -11.57253], [-11.64762, -21.52098, -15.77720], [-13.33846, -17.49549, -8.43049], [-24.65981, -20.08332, -13.47714], [-18.19016, -20.54400, -18.06601], [-22.94421, -18.79179, -20.39532], [-20.65359, -19.91825, -7.68279], [-28.44148, -25.16814, -17.78883], [-11.76307, -16.52906, -17.64185], [-25.43978, -27.10584, -19.12878], [-21.39398, -10.03466, -13.30952], [-13.34424, -19.40305, -10.36429], [-17.89338, -23.19062, -9.73673], [-23.66629, -14.58952, -13.94125], [-12.88072, -14.39621, -15.12422], [-22.03980, -16.34821, -8.02955], [-19.14092, -20.45636, -10.01086], [-20.89547, -19.73213, -13.47691], [-18.48423, -12.15180, -8.11114], [-19.07989, -27.52764, -15.67226], [-23.40746, -22.27588, -10.15609], [-17.46358, -16.90277, -13.70474], [-18.69035, -24.92282, -16.13864], [-19.70393, -17.94183, -9.02523], [-18.89975, -15.05074, -17.82833], [-20.65965, -11.13046, -14.48282], [-19.32621, -18.51228, -16.45432], [-21.43097, -25.46127, -10.36138], [-17.74240, -19.41273, -9.81047], [-21.24170, -28.79754, -9.09964], [-16.05875, -21.80232, -20.04061], [-25.94064, -18.90768, -14.35888], [-14.94266, -20.49808, -15.97688], [-17.14359, -17.74875, -9.01345], [-13.92483, -17.76484, -20.65054], [-17.26850, -25.59491, -11.83337], [-14.47275, -18.42943, -19.12958], [-20.49486, -13.53231, -9.41734], [-19.59387, -16.69525, -6.93413], [-15.06736, -24.07735, -11.79232], [-13.39621, -19.40968, -20.18999], [-21.93106, -17.09963, -9.75095], [-9.39055, -18.32952, -14.55296], [-13.20378, -15.89568, -18.61728], [-22.19830, -19.01279, -7.69146], [-14.28357, -16.02463, -9.06254], [-19.14961, -18.15314, -12.46945], [-10.58140, -20.50018, -12.41577], [-18.60899, -13.83584, -7.62150], [-24.43156, -24.83965, -12.87056], [-16.85312, -12.87282, -10.65673], [-27.29076, -24.09676, -18.29784], [-19.96020, -26.48999, -14.43115], [-22.89119, -26.04874, -16.15347], [-22.12305, -20.29632, -21.16738], [-13.89861, -25.22275, -11.48190], [-20.29543, -26.57202, -9.42543], [-26.04974, -20.61609, -14.52766], [-18.08164, -20.63746, -8.58969], [-24.87132, -22.11022, -15.52765], [-19.60588, -20.28437, -21.50170], [-14.53463, -24.69335, -14.29316], [-16.68943, -18.66574, -15.38917], [-10.04758, -21.15376, -10.96193], [-19.81188, -9.69785, -13.97025], [-20.57980, -16.87967, -13.59177], [-22.32861, -24.06183, -17.04735], [-19.26548, -24.93322, -18.85470], [-12.71153, -19.53175, -13.15713], [-17.32505, -26.75422, -13.22772], [-17.08255, -16.05422, -8.27487], [-15.40970, -22.40766, -10.48988], [-20.68315, -22.59700, -13.47776], [-15.66678, -20.43903, -18.90436], [-27.05870, -26.56435, -19.59858], [-20.62437, -17.60291, -6.21051], [-16.94094, -23.03052, -15.39851], [-8.21103, -19.28038, -12.98530], [-16.30410, -19.74819, -13.90370], [-7.62749, -20.26094, -11.79770], [-12.11272, -14.60600, -11.74788], [-20.29161, -23.49170, -11.90293], [-21.58351, -24.09171, -12.99978], [-22.64392, -29.24853, -9.67655], [-20.59181, -19.82662, -15.28265], [-25.70217, -25.42960, -19.54190], [-21.52512, -22.72427, -16.18778], [-17.51063, -17.36504, -7.24540], [-17.14836, -22.06908, -13.96436], [-23.65972, -27.95508, -11.65178], [-21.01263, -11.10256, -10.72102], [-20.82937, -27.70683, -15.38495], [-13.93202, -21.79940, -15.92666], [-22.03417, -27.83275, -12.37122], [-15.93160, -25.63323, -14.81899], [-20.06183, -9.64021, -11.02490]], "atomic_forces_ev_per_a": [[0.1784, 0.4468, 0.2277], [0.5097, -0.0353, -0.0240], [0.4028, -0.5663, 0.2592], [-1.2160, 0.0535, -0.1155], [-0.0791, -0.3584, -0.1202], [-0.6789, -0.1753, 0.1861], [0.7088, -0.9658, 0.0258], [0.0685, -0.2050, 0.3171], [0.9157, 0.1846, 2.0922], [0.4396, 0.4231, -0.5439], [-0.1724, -0.0707, -0.3547], [-0.7617, -0.4552, 0.3566], [0.1866, -0.0555, -0.1208], [0.2976, 0.4844, -0.2097], [-0.0125, -0.8966, -0.0132], [0.6996, -0.2829, 1.1292], [0.2245, -0.1992, -0.6621], [-0.0151, 0.1486, 0.3124], [0.0109, -0.8229, 0.0791], [-1.0018, -2.3906, 0.8120], [-1.0716, 1.1081, 1.4108], [0.8412, 2.0798, 0.7431], [1.1628, -1.0607, -2.3644], [-0.2256, 0.0325, 0.5966], [0.2458, -0.1147, -1.7919], [-0.4224, 0.3006, 0.2339], [1.1764, 0.0896, 1.1954], [1.5898, 0.9420, 0.5229], [-1.0457, 1.1261, -0.7691], [0.0457, 0.0997, -0.8652], [0.4058, -0.1897, 0.2859], [-0.9744, -0.2088, -0.8810], [0.5336, 0.2566, -0.4309], [0.7578, 0.3448, -0.8349], [0.9387, -1.6580, -0.7737], [-1.0648, -0.4462, 0.4002], [-1.2451, -0.7166, -0.0914], [1.6308, -0.9275, 1.1256], [-0.6003, -0.3934, 0.2089], [0.6397, -0.1377, 1.6566], [-0.4237, 1.6683, -1.4842], [-0.1112, 0.6747, -0.4643], [-0.9242, -0.9378, 0.4959], [1.5093, -0.1883, -1.6989], [0.9388, -0.2468, -0.0232], [-1.0749, -1.2235, -1.0802], [1.2728, -0.7408, -1.2185], [-1.1789, -1.9297, 0.0577], [-1.0771, 0.6063, -0.4950], [1.2795, -0.5579, 1.3892], [-1.8084, -0.1098, 0.1650], [0.0557, -0.5048, -1.3742], [-1.8777, 1.4584, 0.2663], [0.8556, -0.6578, -0.9009], [1.9313, -0.1527, 0.7674], [0.5142, -0.3420, 1.2332], [-0.2493, -1.4068, -1.2937], [0.8395, -0.2478, 0.1505], [0.6973, -2.2732, -2.5422], [1.1097, -0.9098, -1.2655], [-0.5194, -1.8472, -1.7483], [-0.2000, 0.6872, -2.1203], [0.8874, -1.2731, 0.3152], [-0.2365, -0.4614, 0.8325], [-0.3525, 0.2581, 2.1149], [0.1678, -1.6341, -1.3896], [-0.4292, -0.4666, -0.9673], [-1.7155, 0.5466, 0.8041], [-0.4604, -1.4077, -0.1851], [-0.7421, -0.1010, -0.2382], [0.3264, -1.3016, -1.7510], [-0.5744, 1.5298, -0.9351], [-0.8845, 0.3957, 0.5380], [1.2449, -0.4418, -0.6014], [-0.8471, -1.8630, -0.1076], [-0.4675, 1.4144, 0.1790], [-0.8120, 0.3470, -0.9496], [1.4600, -1.0073, -0.3822], [-0.1179, -0.4283, 0.0638], [-0.0450, 0.5118, 0.1701], [-0.9546, 0.3966, -1.5288], [0.5403, 0.7371, 1.9877], [0.3121, 1.2503, 1.2814], [0.5595, -0.4590, -0.2488], [0.6041, 0.5417, 1.7315], [-0.3242, -1.2353, 0.4303], [1.1708, 0.9604, 0.6431], [-1.0433, 0.7018, 0.3579], [-0.4863, 0.3694, -0.2184], [0.7563, 1.0092, 0.1186], [-0.7946, 0.2878, 0.8847], [-1.8345, 0.5397, 0.7873], [-0.7016, 0.6265, -0.8142], [-0.3667, 0.7204, 1.1210], [-2.3427, -1.0889, -0.7615], [0.6541, 1.2942, 0.5081], [-0.0735, 1.2648, -0.6710], [-0.5346, -0.0789, 0.4312], [0.0305, 0.1366, 0.0951], [0.5205, -0.8345, -0.5956], [-0.4331, 0.4028, 0.3102], [0.0407, 0.2643, 0.9427], [-0.1994, 0.2061, 0.1563], [-0.2378, 0.2115, 0.1859], [-0.3537, 0.8415, 0.1066], [-0.4952, 0.2851, -0.7426], [-0.5327, -0.1671, 0.5440], [-0.4458, 0.3538, -0.1233], [-0.0798, 1.1527, -0.2945], [-0.0506, 0.4198, -0.2273], [-0.2050, -0.5532, 0.0027], [-1.4502, 0.0319, 0.5065], [0.3300, -0.0586, 0.6500], [1.7259, -0.0308, 0.1570], [-0.0183, -0.0617, 0.5239], [-0.3286, 0.0172, 0.6119], [0.1480, 0.2318, 0.0221], [0.7810, 0.4932, -0.2898], [-0.3419, 0.5343, -0.5152], [1.1520, 0.1314, 0.7742], [0.3420, 0.1533, 0.2965], [-0.7763, 1.6112, 0.1397], [-0.3153, 0.1803, 0.1890], [-0.2009, 0.1136, 0.1041], [-0.3274, 0.6312, -0.2496], [0.9259, 0.5296, 0.5013], [0.0200, 0.2331, -0.5571], [1.0887, -1.1119, -0.7464], [-0.4118, 0.3784, -0.1128], [0.2982, 0.5332, 0.3960], [-0.2142, 0.4860, 0.7083], [-0.6908, 0.7949, 0.4324], [0.8463, -0.0270, -0.2212], [-0.8598, -0.6272, -0.7260], [-0.5350, 0.1492, -1.6380], [-0.1563, 0.2578, -0.0861], [0.8063, -0.7272, -1.5399], [0.2197, 0.3755, -0.8070], [-1.0703, -0.9508, 0.0630], [0.0302, 0.2249, -0.3733], [0.2186, -0.0327, -0.5156], [1.2816, 0.0210, 0.6795], [1.3120, -0.7841, 0.8653], [-0.5195, -0.5211, -0.9269], [0.4359, 0.4862, 0.9948], [-0.0133, 0.0708, 0.3747], [-0.3427, 0.3110, 0.0864], [-0.1626, -0.0271, -0.2934], [0.4752, 0.0407, 0.1926], [-0.5816, -0.0741, -0.2882], [0.1640, 1.4340, 0.4603], [0.1489, 0.3526, 0.0112], [0.8368, 0.6969, -0.1802], [-0.7595, -0.2830, 0.4323], [0.1913, -0.7375, 0.1421], [-0.1649, -0.0277, -0.2237], [1.1660, 0.8018, -0.4289], [0.9160, -1.9986, 0.6385], [-0.1395, -0.1234, 0.0716], [0.8361, 0.3600, -0.3850], [-1.0980, 0.1265, -0.5166], [-0.0609, -0.0292, 0.7527], [0.5412, 0.3411, 0.3065], [0.0212, 0.6662, 0.1467], [0.2282, 0.1183, -1.0412], [0.5248, -0.2361, 1.0272], [-0.5588, 0.1715, 0.0342], [-0.1325, -0.2795, -0.0158], [0.1444, 0.4451, 0.4364], [-0.7412, 0.7371, 0.1105], [-1.1872, 0.6465, -0.4049], [0.5960, -0.6136, 0.6808], [-0.3423, -0.5108, -0.0467], [-0.5679, 0.2635, -0.3032], [-1.3174, -0.2810, -0.3738], [0.0395, 0.2806, 0.3308], [-0.2598, 0.0265, 0.1885], [-0.3287, 0.2934, -0.0885], [0.3185, -0.1599, 0.3446], [0.1144, 0.0224, 0.2126], [-0.3001, -0.3553, -0.2800], [-0.1129, 0.3796, -0.3654], [0.1983, -0.6122, -1.0777], [-0.6972, 0.0511, -0.1660], [0.2964, 0.1180, -0.4956], [-0.4899, 0.1322, -0.2524], [0.2502, -0.0337, 0.3196], [0.8770, -0.7282, -0.3118], [-0.0821, -0.3959, -0.3737], [1.2292, 0.1394, -0.5712], [0.4065, -0.2405, 0.6644], [0.2769, -0.2622, -0.5392], [-0.0828, -0.3711, -0.4701], [0.1097, -0.1227, 1.8248], [0.9561, -0.3434, 0.0084], [0.0498, 0.7015, 0.0145], [0.4363, -0.1626, 0.1781], [-0.2962, 0.0128, -1.0935], [1.1289, -0.0427, 0.2654], [0.0533, -0.1277, -0.0316], [0.1280, 0.7370, 0.6100], [0.1604, 0.3122, -0.2834], [-0.3027, -0.7787, -0.2314], [0.3605, -0.0306, -0.3129], [-0.2602, -0.9738, -0.2472], [0.8778, 1.5409, 0.0516], [-0.0124, 0.1714, 0.0141], [-0.1425, 0.4761, 0.0274], [0.2961, 0.4779, 0.5584], [-1.3778, -0.3692, -1.2201], [0.8909, -1.2849, 0.6782], [-0.5221, -0.1665, 0.3706], [0.1117, -0.0343, 0.3129], [-0.7022, 0.4307, 1.0786], [0.4121, 0.0435, 0.4850], [-0.4324, 0.0346, 0.6466], [0.8150, -1.4406, -0.2496], [0.2483, 0.3378, -0.4760], [-0.2061, -0.1363, -0.0049], [0.3096, -0.3682, 0.0565], [0.9842, 1.1895, 2.0478], [-0.7581, 0.5194, 0.5463], [-0.4345, 0.2914, -0.0580], [-0.3522, 0.4432, -0.4492], [-0.0048, -0.1883, 0.5727], [0.0149, -0.0793, -0.4582], [-0.6723, -0.3147, 0.0575], [0.2180, 0.8210, -0.0065], [-0.0301, 0.2638, -0.1450], [0.3194, -0.1322, 1.5644], [0.3026, -1.2882, 0.2415], [0.4859, 0.4667, 0.0259], [-0.1174, 0.3140, -0.1231], [-0.3773, -0.6031, 0.7008], [-0.2627, 0.1410, 0.1784], [0.7493, 0.7794, 0.5244], [0.0032, 0.3581, -0.2188], [0.3229, -0.7188, -0.4824], [0.2912, -0.9261, -0.2736], [0.0094, -0.2491, 0.6178], [0.1889, -0.0544, -0.4059], [-0.4471, -0.1710, -0.5790], [-1.8994, -0.3150, 1.3570], [1.1432, 0.2534, 0.6185], [-0.6834, 0.5934, 0.7478], [0.0101, 0.9354, -0.6592], [-0.3043, 0.6256, 0.8410], [-0.3890, -0.1528, -0.6853], [-0.0044, 0.2446, -0.2213], [0.7043, 1.1886, 0.6200], [0.2792, -0.2094, -0.3136], [-0.8323, 0.1588, -0.3420], [-0.1476, 0.1040, -0.0692], [-0.5257, 0.5901, 0.3245], [0.0758, -0.5132, -0.3273], [0.5867, -0.1586, 0.1611], [0.9121, 0.6757, -0.0814], [-0.4954, 0.0596, 0.0348], [-0.1248, -0.3580, 0.0618], [0.0929, 1.1224, -0.0888], [0.2179, 0.0484, 0.1307], [-0.5807, 0.1029, -0.2952], [-0.2601, 0.1538, -0.4414]], "relative_energy_kj_mol": 0.0, "gap_ev": 9.2, "lumo_energy_ev": 0.40, "energy_ev": -128580.752}